Molecular formula: C19H62B2NO35
Method: DFT, wB97M-V/def2-TZVPD

Geometry as XYZ:
```
119
Properties=species:S:1:pos:R:3
C 26.2811 -40.5741 -28.0890
C 24.9320 -40.0357 -27.5578
C 24.6725 -39.8992 -26.0604
C 24.5034 -41.2512 -25.3504
N 24.2421 -41.3000 -23.8934
C 23.0188 -40.4902 -23.5632
C 23.4331 -39.0644 -23.3930
C 24.6831 -39.2629 -22.5313
C 25.2446 -40.6074 -23.1109
C 24.0221 -42.6944 -23.4667
C 25.2654 -43.6885 -23.5794
C 25.5065 -44.5667 -22.3210
H 26.1824 -40.9374 -29.1544
H 26.5607 -41.3895 -27.3205
H 26.9650 -39.6065 -27.9725
H 24.2148 -40.7699 -27.9298
H 24.6269 -38.9908 -27.6788
H 23.7815 -39.3652 -25.6735
H 25.4930 -39.2485 -25.7180
H 25.3471 -41.4518 -25.4986
H 23.8595 -41.9574 -25.9623
H 22.7552 -40.9024 -22.5938
H 22.2265 -40.7741 -24.2619
H 22.7021 -38.5857 -22.6865
H 23.2488 -38.3653 -24.1663
H 24.3759 -39.3908 -21.5269
H 25.2699 -38.4257 -22.4696
H 25.5729 -41.2260 -22.2042
H 26.2462 -40.3720 -23.5455
H 23.1974 -43.1495 -23.8567
H 23.7382 -42.6183 -22.3908
H 26.2100 -43.1788 -23.6487
H 25.4415 -44.2387 -24.4381
H 24.6919 -45.2401 -22.2922
H 25.7284 -43.9920 -21.5145
H 26.4620 -45.0794 -22.5522
O 29.6053 -38.7988 -28.7140
C 29.8674 -38.0250 -27.6970
O 30.0063 -36.7693 -27.8672
B 30.0124 -36.2228 -26.5108
O 29.6498 -37.3816 -25.6132
C 29.7475 -38.3255 -26.3880
O 29.3043 -39.4505 -25.9317
O 28.9121 -35.1909 -26.3540
C 29.5125 -34.1073 -25.9913
O 28.9170 -33.0429 -25.8294
C 30.9204 -34.3164 -25.8188
O 31.2595 -35.4433 -26.0789
O 31.7358 -33.5229 -25.3129
O 25.6706 -34.7014 -27.3097
C 26.0184 -35.3083 -26.3333
O 25.8020 -34.7800 -25.1580
B 26.4080 -35.6938 -24.2628
O 26.7757 -36.9078 -25.0628
C 26.4048 -36.6917 -26.2004
O 26.7072 -37.4168 -27.1412
O 25.4421 -36.0101 -23.1849
C 25.9510 -35.7121 -22.1481
O 25.2595 -35.5060 -21.0936
C 27.2931 -35.1561 -22.3017
O 27.6017 -35.1383 -23.5320
O 28.1157 -34.7762 -21.4097
O 20.5986 -37.1516 -25.2820
H 21.5075 -37.0500 -25.5069
H 20.1600 -37.1439 -26.2280
O 26.7161 -46.3291 -19.4648
H 27.5237 -45.9604 -19.6967
H 26.1078 -45.6166 -19.5326
O 20.8681 -42.6955 -21.3392
H 20.1429 -43.2326 -21.7197
H 20.6506 -41.7500 -21.4130
O 26.2771 -37.7402 -30.3834
H 26.1859 -37.4200 -29.3661
H 25.6831 -37.0914 -30.7407
O 22.6987 -43.3868 -19.4415
H 22.3094 -44.1700 -19.0438
H 21.9810 -43.3895 -20.2955
O 23.0835 -36.6718 -26.6506
H 23.0640 -35.7096 -26.7618
H 23.2134 -36.9255 -27.5614
O 27.6750 -43.7804 -27.2480
H 28.0723 -43.4184 -26.4379
H 27.7052 -44.6412 -26.9711
O 27.5615 -39.7177 -20.8172
H 27.8938 -39.3058 -21.6718
H 27.0971 -39.0015 -20.5143
O 29.3205 -41.2122 -29.6993
H 29.2435 -41.1526 -30.7394
H 29.3138 -40.4003 -29.2553
O 21.1630 -38.0548 -19.8645
H 21.6579 -37.3437 -20.2102
H 21.0206 -38.4960 -20.6855
O 25.0497 -44.0937 -18.6989
H 24.2981 -43.5050 -18.9949
H 25.6270 -43.3022 -18.6624
O 22.0759 -41.3819 -29.9858
H 22.2922 -42.2419 -29.5278
H 22.2608 -41.7964 -30.8265
O 19.4510 -39.4977 -24.1421
H 19.7874 -38.6164 -24.4629
H 19.6622 -40.0573 -24.8645
O 24.2107 -38.4498 -18.5602
H 23.6065 -37.9638 -19.2124
H 24.9857 -38.0769 -18.8524
O 28.9397 -43.0480 -21.4724
H 28.8586 -43.7631 -21.9610
H 29.7729 -42.9427 -21.1527
O 21.7421 -45.6826 -23.6827
H 21.0669 -45.9608 -22.9032
H 21.2153 -45.0872 -24.3737
O 23.2590 -37.4235 -29.4749
H 23.1595 -36.7006 -30.0721
H 22.6125 -38.1557 -29.7842
O 25.2740 -39.9212 -32.2415
H 25.5846 -39.4576 -31.5264
H 26.0937 -40.4279 -32.3725
O 28.4077 -45.4488 -23.5102
H 29.3579 -45.4829 -23.7968
H 28.4113 -46.3715 -23.2230
```

Summary:
Multiplicity: 1
E_HOMO: -7.1 eV
Net charge: -1
Orbital gap: 0.269 Eh

Atom charges from the Mulliken analysis, given in e for atoms 1 to 8: 0.22 -0.74 1.02 -3.72 2.31 -0.50 -0.09 0.11